Computed, not measured: C10H6F5N2O4Tc as an isolated structure, with ωB97M-V/def2-TZVPD.

LUMO energy (spin up / spin down), eV: -7.42 / -6.39
Strongest force on any atom, hartree/bohr: 0.07248
Highest occupied orbital energy (spin up / spin down), eV: -12.781 / -13.250
Frontier orbital gap (spin up / spin down), Eh: 0.197 / 0.252
⟨S²⟩: 3.951

```
! RIJCOSX wB97M-V def2-TZVPD def2/J DEFGRID3
* xyz 1 4
Tc -0.18072 -0.58532 0.49724
N -1.87718 -1.05280 1.80134
C -1.38732 -0.92146 3.21931
C 0.09852 -1.31190 3.25880
O 0.55826 -1.89777 4.25111
N 0.81244 -1.09498 2.07856
C 2.23884 -1.34140 1.95162
C 2.67450 -0.64087 0.65488
O 3.83829 -0.46387 0.38991
O 1.60104 -0.21896 -0.10942
H -2.64183 -0.38030 1.64604
H -2.26119 -1.98441 1.62528
H -2.03090 -1.57688 3.84732
H -1.51783 0.11244 3.65690
H 2.30919 -2.40160 1.62440
H 2.88850 -1.20156 2.88232
F 0.42509 2.06192 -5.30998
C -0.04151 1.73609 -4.07797
C -0.17843 0.39231 -3.68431
F 0.28237 -0.53057 -4.54609
C -0.69013 0.04617 -2.40385
F -0.87183 -1.27871 -2.09598
C -0.86462 1.07821 -1.43106
O -1.31412 0.85073 -0.20932
C -0.66101 2.42998 -1.88252
F -0.97928 3.32608 -0.95374
C -0.21523 2.77430 -3.15198
F -0.01393 4.07514 -3.52881
*
```